Run P
Computed, not measured: a cluster of 5 separate species, H10O5 in total, with ωB97M-V/def2-TZVPD.

Values from the calculation:
gap between HOMO and LUMO: 0.374 hartree
lowest unoccupied orbital energy: -0.02 eV

Each line ends with the Löwdin charge.
Atoms and positions in Å:
O (-2.78300, 0.78017, -0.85704)  -0.122
H (-1.76571, 0.64705, -0.95573)  0.047
H (-3.30621, 0.00072, -1.10230)  0.023
O (1.53180, -1.47552, -1.29526)  -0.017
H (1.00635, -2.20622, -1.17171)  0.004
H (2.37905, -1.99293, -1.19193)  0.102
O (0.34561, -1.33626, 2.72844)  -0.023
H (1.02057, -1.93006, 2.69465)  -0.030
H (-0.22912, -1.88953, 3.34303)  0.091
O (0.80353, 3.17346, -0.88849)  -0.160
H (0.47483, 2.17933, -0.58713)  0.088
H (0.16791, 3.85660, -1.14056)  0.014
O (-0.05736, 0.37932, -0.03918)  -0.022
H (0.71383, -0.26190, -0.25789)  0.075
H (-0.30208, 0.07579, 0.72109)  -0.071

Run Q
Computed, not measured: a cluster of 5 separate species, H10O5 in total, with ωB97M-V/def2-TZVPD.

Values from the calculation:
gap between HOMO and LUMO: 0.431 hartree
lowest unoccupied orbital energy: 0.52 eV

Each line ends with the Löwdin charge.
Atoms and positions in Å:
O (1.70778, 1.52445, -0.41861)  -0.098
H (2.35300, 0.77732, -0.38506)  0.022
H (1.83986, 2.13202, 0.34773)  0.068
O (2.28831, -0.98096, -0.25036)  -0.094
H (1.55550, -1.23462, -0.83010)  0.045
H (2.08047, -1.54767, 0.57367)  0.101
O (-0.31672, -1.54845, 0.27246)  -0.053
H (0.03914, -1.86160, 1.03368)  -0.021
H (-0.21264, -0.54894, 0.28950)  0.029
O (-0.74674, 0.99628, 0.87281)  -0.014
H (-1.50172, 1.11576, 0.28040)  0.042
H (-0.02714, 1.40664, 0.52792)  -0.052
O (-3.00701, 0.06971, -0.51545)  -0.022
H (-3.07008, -0.17183, -1.43765)  0.054
H (-2.46131, -0.55529, -0.08689)  -0.006

Result of the stability comparison: run P is the least stable of them.

Run P
Computed, not measured: a cluster of 5 separate species, H10O5 in total, with ωB97M-V/def2-TZVPD.

Values from the calculation:
gap between HOMO and LUMO: 0.409 hartree
lowest unoccupied orbital energy: -0.22 eV

Each line ends with the Löwdin charge.
Atoms and positions in Å:
O (0.03569, 2.94894, -0.56663)  -0.070
H (-0.20777, 2.10975, -0.08704)  0.025
H (0.97394, 3.07550, -0.37307)  0.035
O (-4.46432, -1.11856, -0.15188)  -0.073
H (-3.50005, -0.95333, -0.11714)  0.010
H (-4.86079, -0.53754, 0.50631)  0.028
O (-2.03288, 0.40679, 0.57661)  -0.049
H (-1.33862, 0.90369, 1.07394)  0.058
H (-2.56944, 1.18084, 0.47973)  0.037
O (1.91691, -2.51266, -0.44182)  -0.100
H (1.09573, -1.99652, -0.53058)  0.027
H (1.69742, -3.24893, 0.22804)  0.082
O (4.56935, 0.07675, 0.36435)  -0.071
H (4.77157, 1.00841, 0.66175)  0.063
H (3.73996, 0.04803, -0.08694)  -0.001

Run Q
Computed, not measured: a cluster of 5 separate species, H10O5 in total, with ωB97M-V/def2-TZVPD.

Values from the calculation:
gap between HOMO and LUMO: 0.408 hartree
lowest unoccupied orbital energy: 0.25 eV

Each line ends with the Löwdin charge.
Atoms and positions in Å:
O (0.69953, 0.50237, -0.06690)  -0.054
H (0.20274, 0.01910, -0.73762)  0.011
H (0.10841, 0.56115, 0.69240)  0.032
O (3.84164, 1.06437, -0.15367)  -0.069
H (4.04465, 1.23972, -1.07739)  0.025
H (2.90090, 0.82914, -0.14685)  -0.004
O (-2.20331, -0.04675, 2.99990)  -0.055
H (-2.22437, -0.60310, 2.21380)  0.020
H (-2.92486, -0.36586, 3.55370)  0.040
O (-2.49079, 0.88351, -0.07831)  -0.052
H (-2.56839, -0.00083, -0.45562)  0.040
H (-3.12279, 0.90430, 0.65123)  0.031
O (0.86800, -1.67019, -2.36030)  -0.053
H (1.57510, -2.24814, -2.05282)  0.046
H (1.29355, -1.06879, -2.98153)  0.043

Result of the stability comparison: run P is the least stable of them.